Formula: C3H5NO2
Source: the OMol25 dataset
Level of theory: ωB97M-V/def2-TZVPD

Properties
Energy above the lowest of the compared OMol25 structures with the same formula, charge and spin in kcal/mol: 86.8
Lowest unoccupied orbital energy in eV: 0.6952
Electronic energy in Eh: -322.4359
Molecular weight in Da: 87.08
Orbital gap in eV: 9.481

Positions of all 11 atoms, in Å:
N (-0.25, -0.42, 1.67)
C (-0.43, -1.57, 0.87)
O (-0.35, -1.25, -0.41)
C (-0.46, 0.09, -0.92)
C (0.85, 0.85, -1.01)
O (0.94, 1.88, -1.62)
H (0.75, -0.25, 1.83)
H (-0.65, -0.59, 2.59)
H (-1.16, 0.68, -0.31)
H (-0.89, -0.02, -1.92)
H (1.71, 0.41, -0.46)

Formula: C28H25F5LuNO2
Source: the OMol25 dataset
Level of theory: ωB97M-V/def2-TZVPD

Properties
Energy above the lowest of the compared OMol25 structures with the same formula, charge and spin in kcal/mol: 0.0
Lowest unoccupied orbital energy in eV: -0.0654
Electronic energy in Eh: -3022.0381
Molecular weight in Da: 677.47
Orbital gap in eV: 7.871

Positions of all 62 atoms, in Å:
C (-0.80, -0.78, 2.59)
C (-1.18, -1.59, 1.48)
C (-0.02, -1.86, 0.72)
H (-2.18, -1.97, 1.27)
C (1.07, -1.17, 1.31)
C (0.60, -0.52, 2.47)
H (2.11, -1.25, 1.00)
C (-2.64, 2.08, 0.43)
C (-3.06, 0.72, 0.55)
C (-2.71, 0.06, -0.65)
H (-3.61, 0.29, 1.39)
C (-2.08, 0.99, -1.52)
C (-2.07, 2.26, -0.85)
H (0.04, -2.55, -0.11)
H (1.22, 0.00, 3.20)
H (-1.44, -0.48, 3.41)
H (-1.67, 3.19, -1.24)
H (-2.88, -0.99, -0.90)
H (-2.86, 2.89, 1.15)
Lu (-0.52, 0.63, 0.68)
C (-1.09, 0.59, -2.63)
C (-0.82, 1.79, -3.54)
C (-1.51, -0.68, -3.37)
H (-1.78, 2.22, -3.87)
H (-0.25, 1.47, -4.42)
H (-0.25, 2.57, -3.01)
H (-2.52, -0.56, -3.81)
H (-1.51, -1.57, -2.72)
H (-0.79, -0.86, -4.19)
C (0.16, 0.32, -1.74)
C (1.65, 0.61, -2.01)
H (0.08, -0.71, -1.33)
H (0.06, 1.18, -1.02)
O (2.10, 1.57, -1.29)
N (2.32, -0.34, -2.78)
C (3.14, -1.27, -1.96)
H (2.88, 0.13, -3.50)
C (2.52, -2.62, -1.77)
C (2.99, -3.46, -0.75)
H (3.81, -3.10, -0.11)
C (2.43, -4.73, -0.53)
H (2.81, -5.35, 0.29)
C (1.42, -5.19, -1.38)
H (1.00, -6.19, -1.22)
C (0.96, -4.38, -2.42)
H (0.18, -4.75, -3.09)
C (1.51, -3.10, -2.61)
H (1.16, -2.47, -3.43)
H (3.30, -0.83, -0.98)
H (4.14, -1.38, -2.42)
F (-0.75, 4.76, 6.63)
C (-0.60, 4.10, 5.47)
C (0.55, 4.30, 4.70)
F (1.51, 5.15, 5.12)
C (0.69, 3.64, 3.49)
F (1.81, 3.78, 2.74)
C (-0.32, 2.77, 3.03)
O (-0.17, 2.21, 1.87)
C (-1.45, 2.55, 3.86)
F (-2.40, 1.65, 3.46)
C (-1.59, 3.22, 5.05)
F (-2.69, 3.01, 5.80)

Formula: C13H36N12O27Pt
Source: the OMol25 dataset
Level of theory: ωB97M-V/def2-TZVPD

Properties
2S+1: 3
Lowest unoccupied orbital energy (alpha / beta) in eV: -1.0765 / -1.6370
Electronic energy in Eh: -3323.5110
Molecular weight in Da: 987.57
Orbital gap (alpha / beta) in eV: 8.215 / 7.296

Positions of all 89 atoms, in Å:
Pt (-1.03, 0.45, -1.22)
C (0.46, 0.57, 2.44)
O (1.59, 0.27, 2.50)
O (-2.04, -1.08, -0.62)
O (-0.69, 0.88, 2.22)
C (4.50, -1.93, 1.10)
N (5.31, -0.92, 0.42)
O (5.17, 0.26, 0.68)
O (6.23, -1.36, -0.26)
H (3.77, -2.24, 0.38)
H (4.03, -1.50, 1.96)
H (5.19, -2.73, 1.17)
C (3.48, 1.63, -2.61)
N (3.46, 0.30, -1.98)
O (4.36, -0.49, -2.13)
O (2.49, 0.03, -1.27)
H (4.06, 1.57, -3.53)
H (3.84, 2.28, -1.82)
H (2.42, 1.84, -2.74)
C (-3.42, 3.33, 3.36)
N (-4.42, 3.43, 2.26)
O (-5.58, 3.51, 2.58)
O (-4.01, 3.30, 1.12)
H (-2.69, 2.57, 3.00)
H (-3.86, 2.93, 4.25)
H (-3.12, 4.39, 3.45)
C (0.30, 0.97, -6.81)
N (1.12, 0.82, -5.61)
O (0.84, 1.62, -4.70)
O (1.96, -0.02, -5.58)
H (0.82, 0.74, -7.71)
H (-0.13, 1.96, -6.96)
H (-0.58, 0.32, -6.78)
C (-5.00, 1.25, -2.00)
N (-4.33, 2.34, -2.78)
O (-3.51, 2.99, -2.24)
O (-4.62, 2.39, -3.93)
H (-5.73, 1.77, -1.32)
H (-4.18, 0.87, -1.44)
H (-5.50, 0.72, -2.77)
C (1.44, 6.12, 3.73)
N (1.82, 4.69, 3.67)
O (1.71, 4.03, 4.68)
O (2.21, 4.24, 2.62)
H (2.20, 6.56, 4.39)
H (0.49, 6.19, 4.31)
H (1.50, 6.53, 2.71)
C (-0.99, 3.69, -0.08)
N (-0.25, 3.32, -1.31)
O (0.03, 4.20, -2.03)
O (-0.03, 2.16, -1.64)
H (-1.93, 4.13, -0.33)
H (-0.50, 4.59, 0.34)
H (-0.99, 2.89, 0.63)
C (4.19, -3.72, -3.61)
N (3.07, -4.00, -2.76)
O (3.07, -3.67, -1.59)
O (2.18, -4.62, -3.30)
H (3.88, -3.93, -4.63)
H (5.00, -4.31, -3.30)
H (4.46, -2.69, -3.49)
C (0.87, -3.26, 1.60)
N (0.72, -4.69, 1.39)
O (-0.39, -5.17, 1.28)
O (1.76, -5.33, 1.30)
H (1.48, -2.96, 0.70)
H (1.46, -3.13, 2.49)
H (-0.10, -2.77, 1.76)
C (-1.23, -3.72, -2.99)
N (-1.52, -3.33, -4.41)
O (-2.60, -3.67, -4.84)
O (-0.65, -2.75, -5.08)
H (-1.53, -2.94, -2.30)
H (-0.20, -4.03, -2.80)
H (-1.93, -4.53, -2.82)
C (-0.73, -1.35, 7.12)
N (-0.69, -0.99, 5.68)
O (-0.70, 0.23, 5.38)
O (-0.49, -1.85, 4.85)
H (-1.16, -0.48, 7.62)
H (0.28, -1.61, 7.35)
H (-1.35, -2.25, 7.27)
C (-2.98, -2.31, 1.96)
N (-4.22, -2.21, 2.79)
O (-5.31, -2.14, 2.29)
O (-4.04, -2.15, 3.99)
H (-2.47, -1.41, 2.26)
H (-3.32, -2.33, 0.92)
H (-2.50, -3.26, 2.14)

Formula: C6H6BrNO2
Source: the OMol25 dataset
Level of theory: ωB97M-V/def2-TZVPD

Properties
Energy above the lowest of the compared OMol25 structures with the same formula, charge and spin in kcal/mol: 68.1
SMILES: C=C/C=C\C=C(\Br)[N+](=O)[O-]
Lowest unoccupied orbital energy in eV: -0.8450
Electronic energy in Eh: -3011.2486
Molecular weight in Da: 204.02
Orbital gap in eV: 8.157

Positions of all 16 atoms, in Å:
C (0.87, -0.50, -0.33)
C (0.13, -0.58, -1.47)
C (0.58, 0.21, 0.82)
C (-1.22, 0.07, -1.50)
C (-0.61, 0.20, 1.57)
C (-2.10, -0.27, -0.51)
N (-2.04, -1.64, 0.04)
O (-3.05, -1.98, 0.71)
O (-1.16, -2.38, -0.28)
Br (-3.65, 0.70, -0.03)
H (1.85, -0.91, -0.37)
H (0.44, -0.99, -2.44)
H (1.39, 0.79, 1.24)
H (-1.35, 0.77, -2.27)
H (-1.21, -0.65, 1.87)
H (-0.60, 0.94, 2.41)

Formula: H2INO2S
Source: the OMol25 dataset
Level of theory: ωB97M-V/def2-TZVPD

Properties
Energy above the lowest of the compared OMol25 structures with the same formula, charge and spin in kcal/mol: 82.5
SMILES: NS(=O)(=O)I
Lowest unoccupied orbital energy in eV: -1.9601
Electronic energy in Eh: -902.1594
Molecular weight in Da: 206.99
Orbital gap in eV: 8.020

Positions of all 7 atoms, in Å:
N (-0.10, -1.01, -0.34)
O (-0.97, 1.27, -0.92)
O (1.57, 1.22, 0.05)
S (-0.25, 0.58, 0.04)
I (-1.27, 0.38, 2.18)
H (0.81, -1.10, 0.29)
H (0.21, -1.34, -1.29)

Formula: C25H18Cl3IrN6O4S
Source: the OMol25 dataset
Level of theory: ωB97M-V/def2-TZVPD

Properties
2S+1: 2
Energy above the lowest of the compared OMol25 structures with the same formula, charge and spin in kcal/mol: 34.6
Lowest unoccupied orbital energy (alpha / beta) in eV: 1.9097 / 1.9105
Net charge: -1
Electronic energy in Eh: -3475.8161
Molecular weight in Da: 797.10
Orbital gap (alpha / beta) in eV: 6.043 / 5.760

Positions of all 58 atoms, in Å:
Ir (0.15, -0.29, -0.53)
N (1.26, -0.75, 2.83)
C (1.64, 0.51, 2.37)
C (2.41, 1.30, 3.23)
C (2.69, 2.59, 2.87)
C (2.21, 3.07, 1.65)
C (1.49, 2.21, 0.85)
N (1.21, 0.95, 1.20)
C (0.78, -1.89, 2.23)
C (0.77, -3.03, 3.06)
C (0.46, -4.25, 2.53)
C (0.19, -4.34, 1.17)
C (0.17, -3.19, 0.44)
N (0.40, -1.95, 0.95)
H (1.57, -0.91, 3.77)
H (2.76, 0.89, 4.17)
H (3.28, 3.22, 3.52)
H (2.40, 4.08, 1.33)
H (1.12, 2.53, -0.11)
H (1.04, -2.92, 4.10)
H (0.47, -5.13, 3.16)
H (0.01, -5.29, 0.68)
H (0.00, -3.22, -0.62)
S (-2.18, 3.71, -0.44)
C (-1.56, 2.23, -0.25)
N (-1.14, 1.16, -0.04)
C (-1.85, -1.31, -0.96)
C (-2.87, -0.89, 0.00)
C (-2.95, -1.50, 1.26)
C (-3.87, -1.08, 2.20)
C (-4.76, -0.05, 1.89)
C (-4.71, 0.55, 0.63)
C (-3.79, 0.12, -0.30)
C (-5.71, 0.39, 2.87)
N (-6.46, 0.73, 3.67)
H (-1.96, -1.00, -1.99)
H (-1.49, -2.32, -0.83)
H (-2.26, -2.30, 1.51)
H (-3.91, -1.54, 3.18)
H (-5.40, 1.35, 0.39)
H (-3.74, 0.60, -1.27)
O (2.70, -1.84, -3.37)
Cl (2.06, -2.41, -2.23)
O (2.56, -1.82, -1.01)
O (2.22, -3.83, -2.19)
O (0.61, -2.11, -2.27)
Cl (3.67, 1.56, -1.44)
C (2.64, 2.06, -2.76)
C (3.17, 2.88, -3.74)
C (2.41, 3.30, -4.82)
C (1.08, 2.87, -4.90)
C (0.56, 2.04, -3.93)
Cl (-1.09, 1.51, -4.06)
C (1.30, 1.60, -2.79)
N (0.76, 0.83, -1.90)
H (4.21, 3.18, -3.65)
H (2.83, 3.95, -5.57)
H (0.45, 3.18, -5.72)